1.
Computed, not measured: an isolated molecule of C4H8O2, with ωB97M-V/def2-TZVPD.

## Properties
HOMO energy (eV): -10.019
LUMO (eV): 0.9
Energy above the lowest of the compared OMol25 structures with the same formula, charge and spin (kJ/mol): 195.14
Total energy (a.u.): -307.63811
Total charge: 0

Atoms and positions in Å:
O (0.141, 1.336, 0.653)
O (-0.970, -2.141, 0.254)
C (-1.131, 1.026, 0.124)
C (-0.305, -1.452, -0.485)
C (0.889, 0.208, 1.041)
C (1.022, -0.846, -0.073)
H (1.533, -0.412, -0.938)
H (1.884, 0.586, 1.302)
H (-1.423, 0.001, 0.330)
H (0.459, -0.267, 1.937)
H (-1.134, 1.192, -0.963)
H (-0.660, -1.205, -1.510)
H (1.607, -1.689, 0.308)
H (-1.908, 1.627, 0.593)

***

2.
Computed, not measured: an isolated molecule of C6H13N3 at a distorted geometry, with ωB97M-V/def2-TZVPD.

## Properties
HOMO energy (spin up / spin down) (eV): -7.672 / -8.745
LUMO (spin up / spin down) (eV): -0.7 / 0.2
Energy above the lowest of the compared OMol25 structures with the same formula, charge and spin (kJ/mol): 446.65
Total energy (a.u.): -400.52289
Total charge: 0

Atoms and positions in Å:
N (0.684, 0.848, -0.535)
N (0.415, 0.998, 1.850)
N (-0.371, -0.785, -1.043)
C (-2.114, -0.684, 0.758)
C (-0.656, -0.888, 0.343)
C (2.103, 0.569, -0.788)
C (-0.058, -2.147, 0.969)
C (0.194, 0.416, 0.825)
C (0.263, 2.183, -0.983)
H (2.321, -0.448, -0.473)
H (-0.783, 2.330, -0.723)
H (-1.117, -0.266, -1.510)
H (0.961, -2.310, 0.617)
H (-0.036, -2.039, 2.055)
H (2.740, 1.272, -0.247)
H (-2.726, -1.541, 0.468)
H (-2.534, 0.217, 0.304)
H (0.859, 2.971, -0.518)
H (-0.653, -3.027, 0.713)
H (2.285, 0.658, -1.859)
H (-2.168, -0.563, 1.842)
H (0.390, 2.234, -2.065)

***

3.
Computed, not measured: a cluster of 2 separate species, C4H11N3O2 in total at a distorted geometry, with ωB97M-V/def2-TZVPD.

## Properties
HOMO energy (eV): -9.061
LUMO (eV): 0.5
Energy above the lowest of the compared OMol25 structures with the same formula, charge and spin (kJ/mol): 269.33
Total energy (a.u.): -473.70018
Total charge: 0

Atoms and positions in Å:
O (3.428, -1.713, 2.517)
O (1.864, -3.215, 2.410)
N (-1.748, -0.866, -1.355)
N (0.169, 0.658, -1.049)
N (-2.014, 1.601, -1.611)
C (2.113, -2.043, 2.680)
C (1.294, -0.824, 3.074)
C (-1.951, 2.023, -3.087)
C (-1.201, 0.326, -1.313)
H (0.472, 0.146, -0.222)
H (-1.101, -1.679, -1.244)
H (-2.647, 1.390, -3.623)
H (-3.044, 1.549, -1.003)
H (0.285, -1.101, 3.340)
H (-2.339, 3.005, -3.118)
H (-0.850, 1.935, -3.426)
H (3.828, -2.499, 2.173)
H (1.901, -0.138, 3.773)
H (0.198, 1.697, -1.106)
H (1.341, -0.251, 2.189)

***

4.
Computed, not measured: an isolated molecule of C13H16 at a distorted geometry, with ωB97M-V/def2-TZVPD.

## Properties
HOMO energy (spin up / spin down) (eV): -7.500 / -6.868
LUMO (spin up / spin down) (eV): -0.3 / 0.0
Energy above the lowest of the compared OMol25 structures with the same formula, charge and spin (kJ/mol): 446.04
Total energy (a.u.): -504.74595
Total charge: 0

Atoms and positions in Å:
C (0.008, -2.168, -0.585)
C (-0.932, -0.866, 1.292)
C (0.097, -1.064, 0.338)
C (-0.982, -3.096, -0.441)
C (-0.939, -0.123, 2.445)
C (1.258, 1.342, 0.472)
C (-0.041, 1.135, -1.849)
C (1.223, -0.158, 0.069)
C (1.214, 0.994, -0.965)
C (-2.020, 0.470, 3.197)
C (2.420, 1.092, -1.883)
C (-2.020, -1.841, 1.281)
C (-1.947, -2.991, 0.545)
H (-2.828, -3.566, 0.677)
H (2.418, 2.208, -2.116)
H (0.454, 1.790, 0.967)
H (3.351, 1.032, -1.253)
H (-0.159, 0.186, -2.293)
H (-2.101, 1.465, 2.623)
H (0.603, -2.359, -1.432)
H (-1.783, 0.741, 4.123)
H (-3.062, 0.138, 3.083)
H (-0.071, 1.976, -2.631)
H (2.193, 1.647, 0.844)
H (-0.819, -3.937, -1.098)
H (2.493, 0.415, -2.674)
H (2.242, -0.671, 0.132)
H (-0.944, 1.179, -1.189)
H (-2.854, -1.888, 1.989)

***

5.
Computed, not measured: a structure of composition C28H25N9O9Re at a distorted geometry, with ωB97M-V/def2-TZVPD.

## Properties
HOMO energy (spin up / spin down) (eV): -13.573 / -13.599
LUMO (spin up / spin down) (eV): -7.8 / -7.5
Energy above the lowest of the compared OMol25 structures with the same formula, charge and spin (kJ/mol): 175.25
2S+1: 2
<S²>: 0.7565
Total energy (a.u.): -2329.68754
Total charge: +2

Atoms and positions in Å:
Re (-0.354, 0.196, 0.642)
O (-0.627, 0.705, -2.020)
O (-1.185, 4.314, 0.784)
O (3.823, 6.041, 3.941)
O (3.323, 0.179, 2.274)
O (-0.947, 2.135, 0.476)
O (-2.039, -1.030, -0.340)
O (2.146, 6.941, 2.931)
O (1.001, 0.945, 1.928)
O (4.480, 1.290, 3.704)
N (-0.464, -1.426, -2.881)
N (-0.492, -3.222, -4.370)
N (1.438, -0.013, -0.503)
N (3.560, 1.169, 2.941)
N (-1.654, -0.338, 2.219)
N (2.818, 6.009, 3.281)
N (0.225, -1.680, 1.023)
N (-0.752, -0.990, -5.067)
N (-3.401, 0.639, -0.994)
C (0.732, 3.318, 1.725)
C (-3.137, -0.637, -0.769)
C (-3.149, -1.253, 4.351)
C (3.878, -0.393, -1.702)
C (-0.886, -1.180, -6.491)
C (1.440, 2.142, 2.098)
C (-0.565, -1.920, -4.124)
C (1.200, 4.566, 2.102)
C (3.299, 0.865, -1.676)
C (-2.497, 0.474, 2.846)
C (-4.247, -1.628, -0.973)
C (-0.105, -3.696, 2.232)
C (-3.246, 0.069, 3.938)
C (0.955, -4.269, 1.544)
C (1.287, -2.202, 0.383)
C (2.698, 2.321, 2.755)
C (-2.283, -2.108, 3.684)
C (2.003, -1.233, -0.463)
C (-1.512, -1.618, 2.632)
C (2.060, 1.003, -1.077)
C (-0.572, 3.287, 0.936)
C (-0.806, 0.298, -4.424)
C (1.667, -3.519, 0.617)
C (3.224, -1.455, -1.094)
C (-0.459, -2.381, 1.947)
C (3.135, 3.567, 3.158)
C (-0.619, -0.102, -2.946)
C (2.367, 4.681, 2.846)
H (0.006, 0.951, -4.751)
H (-3.840, -2.607, -1.219)
H (3.786, 1.725, -2.106)
H (1.550, 1.956, -1.065)
H (-2.564, 1.486, 2.467)
H (-4.792, -1.719, -0.032)
H (4.063, 3.680, 3.707)
H (-3.884, 0.777, 4.445)
H (-0.382, -3.855, -3.597)
H (-0.046, -1.751, -6.889)
H (-0.631, -4.266, 2.978)
H (-0.889, -0.206, -6.973)
H (0.643, 5.453, 1.826)
H (1.234, -5.291, 1.747)
H (-2.661, 1.324, -0.878)
H (3.672, -2.434, -1.109)
H (4.842, -0.537, -2.162)
H (-4.944, -1.305, -1.740)
H (-1.761, 0.803, -4.590)
H (-3.733, -1.606, 5.187)
H (2.515, -3.947, 0.110)
H (-2.211, -3.143, 3.977)
H (-4.304, 0.937, -1.327)
H (-0.615, -3.596, -5.296)
H (-1.820, -1.690, -6.737)

***

- What is the formula in the fifth record?
  C28H25N9O9Re